Run 1
Formula: C4H12
Source: the OMol25 dataset
Level of theory: ωB97M-V/def2-TZVPD

Calculated values
Total charge = 0
HOMO-LUMO gap = 12.6929 eV
Spin multiplicity = 1
SMILES = CC.CC

Last column: Mulliken charge in e.
CARTESIAN COORDINATES (ANGSTROEM)
C  -2.332  1.061  -1.597  -0.7920
C  -1.589  -0.292  -1.491  -0.5709
H  -2.237  1.487  -2.594  0.2727
H  -1.984  1.737  -0.819  0.2616
H  -3.368  0.935  -1.283  0.2509
H  -0.641  -0.163  -0.968  0.0347
H  -1.279  -0.636  -2.476  0.2720
H  -2.144  -1.071  -0.967  0.2742
C  1.703  -1.021  1.891  -0.8375
C  2.222  0.246  1.206  -0.7902
H  0.695  -0.949  2.297  0.2760
H  2.348  -1.283  2.736  0.3176
H  1.805  -1.858  1.205  0.2437
H  3.235  0.499  1.545  0.3048
H  2.387  0.035  0.148  0.2458
H  1.559  1.104  1.299  0.2366

---

Run 2
Formula: C4H12
Source: the OMol25 dataset
Level of theory: ωB97M-V/def2-TZVPD

Calculated values
Total charge = 0
HOMO-LUMO gap = 12.9556 eV
Spin multiplicity = 1
SMILES = CC.CC

Last column: Mulliken charge in e.
CARTESIAN COORDINATES (ANGSTROEM)
C  0.923  1.571  1.486  -0.6449
C  2.237  1.001  2.011  -0.8141
H  0.198  0.812  1.185  0.1001
H  0.409  2.224  2.198  0.2937
H  1.097  2.233  0.644  0.2749
H  2.186  0.814  3.081  0.2645
H  3.075  1.686  1.837  0.2551
H  2.510  0.083  1.499  0.2695
C  -1.075  -1.296  -1.171  -0.6492
C  -2.078  -1.292  -2.319  -0.8956
H  -0.725  -0.302  -0.871  0.1443
H  -1.536  -1.732  -0.278  0.2820
H  -0.200  -1.891  -1.455  0.2769
H  -2.327  -2.330  -2.570  0.2619
H  -1.689  -0.807  -3.211  0.2899
H  -3.004  -0.776  -2.066  0.2911

---

Run 3
Formula: C4H12
Source: the OMol25 dataset
Level of theory: ωB97M-V/def2-TZVPD

Calculated values
Total charge = 0
HOMO-LUMO gap = 12.7121 eV
Spin multiplicity = 1
SMILES = CC.CC

Last column: Mulliken charge in e.
CARTESIAN COORDINATES (ANGSTROEM)
C  -2.325  0.555  -0.137  -0.7687
C  -2.441  -0.191  -1.475  -0.8168
H  -3.255  1.028  0.186  0.3496
H  -2.066  -0.228  0.571  0.2041
H  -1.658  1.409  -0.153  0.2378
H  -3.464  -0.532  -1.596  0.2507
H  -1.774  -1.058  -1.449  0.2496
H  -2.059  0.254  -2.394  0.2928
C  3.043  0.170  0.564  -0.8699
C  1.762  -0.508  1.017  -0.7105
H  3.247  1.049  1.117  0.2992
H  3.871  -0.526  0.573  0.2755
H  2.899  0.564  -0.448  0.2697
H  1.487  -1.451  0.554  0.3013
H  0.891  0.153  0.981  0.1584
H  1.840  -0.687  2.090  0.2771

---

Run 4
Formula: C4H12
Source: the OMol25 dataset
Level of theory: ωB97M-V/def2-TZVPD

Calculated values
Total charge = 0
HOMO-LUMO gap = 12.2041 eV
Spin multiplicity = 1
SMILES = CC.CC

Last column: Mulliken charge in e.
CARTESIAN COORDINATES (ANGSTROEM)
C  -0.622  -0.983  -2.377  -0.8471
C  -0.898  0.280  -1.541  -0.3762
H  -1.615  -1.324  -2.492  0.2435
H  -0.174  -0.478  -3.172  0.2611
H  0.017  -1.714  -1.870  0.2949
H  -0.290  0.201  -0.579  -0.2204
H  -1.964  0.340  -1.371  0.2659
H  -0.846  1.334  -2.013  0.3285
C  1.154  0.940  1.796  -0.9673
C  0.432  -0.413  1.989  -0.7470
H  1.953  0.945  1.086  0.3203
H  0.341  1.761  1.708  0.2364
H  1.785  1.236  2.612  0.3914
H  0.029  -0.506  2.985  0.3134
H  -0.443  -0.416  1.285  0.2366
H  1.143  -1.203  1.954  0.2660

---

Relative energies, unit kJ/mol: run 1 25.2; run 2 0.0; run 3 30.9; run 4 127.7